1.
ORCA calculation (wB97M-V/def2-TZVPD) on a molecular structure, C10H6Cl2LaN2O3PrS.

Last column: Mulliken spin population.
CARTESIAN COORDINATES (ANGSTROEM)
N: 2.013864 -1.152813 -0.286017  -0.006
H: 6.523451 1.092000 1.001631  0.000
O: -0.009079 0.340867 1.836009  0.005
La: -2.770213 0.594239 -4.922012  0.000
Pr: 0.852326 0.428926 -1.524654  2.020
H: 6.299018 -1.412305 0.919469  0.000
H: 0.352499 -2.941706 -1.004433  0.000
C: 5.542947 0.643042 0.838115  -0.001
C: 3.094645 -0.482642 0.376741  -0.004
O: -2.859909 1.558397 -8.321312  0.000
C: 4.432599 1.459941 0.667649  0.002
C: 2.187324 -2.490417 -0.206638  -0.003
Cl: -0.370550 1.327145 -5.445577  0.000
S: 3.725690 -3.038645 0.282154  -0.001
H: 1.126895 -4.291647 -0.316492  0.000
C: 0.039965 0.560254 0.691260  -0.007
O: -5.737620 1.537904 -6.954346  0.000
H: 2.231181 1.491963 0.626911  0.000
C: 3.154617 0.904906 0.496232  0.001
C: 4.190796 -1.329797 0.554938  0.000
Cl: -1.582416 -0.286070 -2.474805  -0.003
C: -2.741669 1.158797 -7.236465  0.000
H: 4.537283 2.537852 0.701042  0.000
C: -4.979899 1.212166 -6.145274  0.000
N: 1.193401 -3.321055 -0.593078  -0.002
C: 5.436892 -0.761924 0.786979  0.000

Forces on the atoms, in the same order (eV/Å):
N -0.899 0.851 0.457
H -0.288 -0.123 -0.043
O -0.030 1.365 -6.097
La 0.877 -1.102 3.477
Pr 2.078 -0.450 -1.754
H 0.021 0.311 0.029
H 0.045 -0.119 0.313
C 0.199 -0.504 -0.240
C -0.155 -0.707 -1.356
O 0.837 -2.029 5.429
C -0.329 0.301 0.268
C -1.121 -1.315 -0.626
Cl -0.160 0.065 0.148
S 0.127 0.870 0.248
H 0.393 -0.102 -0.116
C -1.005 -1.366 8.695
O 3.255 -1.536 3.872
H 0.430 0.198 -0.077
C 0.219 -0.328 -0.303
C -0.060 0.496 -0.072
Cl 0.278 -0.095 0.446
C -0.268 2.780 -9.110
H 0.077 -0.055 0.212
C -5.013 1.989 -4.376
N 0.511 0.682 0.239
C -0.018 -0.077 0.339

The calculation puts the highest occupied orbital energy (alpha / beta) at -19.94 / -19.95 eV. As for the multiplicity: 3. The value obtained for the total energy is -2585.5752 hartree. As for the total charge: +4. As for the expectation value of S²: 2.005. The LUMO energy (alpha / beta) is -0.539 / -0.533 Eh. The HOMO-LUMO gap (alpha / beta) comes out at 5.27 / 5.45 eV. As for the energy relative to the best compared isomer or geometry (same formula, charge and spin): 0.0 kcal/mol.


2.
ORCA calculation (wB97M-V/def2-TZVPD) on a molecular structure, C10H6Cl3F6N3O7RhS2.

Last column: Mulliken spin population.
CARTESIAN COORDINATES (ANGSTROEM)
C: -2.153359 0.000280 -0.847524  -0.030
F: 2.323248 2.642966 4.379279  0.001
O: 1.104699 2.544993 0.392535  0.127
O: -1.211165 0.343448 -1.606200  0.224
H: 2.095609 0.823937 -2.090542  0.004
O: -1.863581 -0.186390 0.379358  0.337
F: -0.233808 5.239376 -0.272661  0.000
H: 6.521454 -0.503894 -2.385020  0.000
S: 0.280930 1.459085 3.281260  0.017
O: -0.436962 1.229388 4.475844  0.010
F: -0.833466 5.490251 1.798576  0.001
C: 6.279480 -0.392361 -0.327755  0.002
C: 2.074130 1.530437 3.720222  0.003
O: -1.279591 2.608109 0.477681  0.060
F: 1.267133 5.307433 1.293795  0.000
Cl: -4.710234 -0.182919 -0.036585  0.008
O: 6.784531 -0.394579 0.770851  0.002
C: 4.769606 -0.396010 -0.428983  0.013
C: 4.061921 0.292090 -1.406874  -0.003
Cl: -3.534843 -1.818617 -2.119456  0.002
C: 2.687124 0.304266 -1.345758  0.009
F: 2.803694 1.499732 2.604173  0.001
C: 2.699144 -1.016834 0.569185  0.010
C: 0.038662 4.941805 0.984860  -0.001
N: -0.009401 2.884277 2.655073  0.002
H: 2.111693 -1.516419 1.328040  0.002
Cl: -3.937196 1.028068 -2.546644  0.007
H: 4.562348 0.843185 -2.191429  0.000
H: 7.968608 -0.388073 -1.449316  0.000
F: 2.356246 0.475414 4.461470  0.000
C: -3.565893 -0.216349 -1.363453  -0.002
N: 2.009759 -0.349872 -0.379396  0.171
C: 4.071975 -1.061917 0.569489  0.003
N: 6.962548 -0.366179 -1.493938  0.001
Rh: 0.140093 0.565261 0.082829  2.917
H: 4.609373 -1.583809 1.348964  0.000
S: -0.075109 3.100218 1.128932  0.018
O: 0.224001 0.382904 2.250215  0.085

Forces on the atoms, in the same order (eV/Å):
C 0.458 -0.084 0.369
F -0.014 -0.036 0.030
O -0.162 -0.026 0.033
O -0.116 0.115 -0.060
H -0.003 0.066 0.037
O -0.140 -0.008 -0.264
F 0.034 0.031 0.058
H -0.005 -0.026 0.000
S -0.363 -0.229 -0.112
O 0.062 0.042 -0.070
F 0.002 0.002 -0.057
C 0.081 -0.012 -0.060
C 0.081 0.035 0.011
O 0.184 0.150 0.185
F -0.049 -0.009 0.003
Cl 0.024 0.015 0.014
O 0.018 -0.021 -0.013
C 0.025 0.018 -0.027
C 0.058 -0.023 -0.056
Cl 0.037 -0.022 -0.009
C -0.184 -0.289 0.001
F -0.012 0.006 -0.019
C -0.245 -0.060 -0.117
C -0.007 0.055 -0.066
N 0.169 0.020 0.080
H -0.003 0.051 0.043
Cl 0.021 0.005 0.004
H -0.007 -0.003 0.011
H 0.011 -0.006 0.005
F 0.044 -0.025 -0.013
C -0.206 -0.053 -0.076
N 0.355 0.389 0.223
C 0.021 -0.059 0.023
N -0.060 0.057 0.071
Rh -0.180 -0.045 -0.298
H -0.001 0.013 -0.002
S -0.090 -0.255 -0.162
O 0.163 0.220 0.281

The calculation puts the highest occupied orbital energy (alpha / beta) at -13.49 / -13.48 eV. As for the multiplicity: 5. The value obtained for the total energy is -3961.9560 hartree. As for the total charge: +1. As for the expectation value of S²: 6.008. The LUMO energy (alpha / beta) is -0.151 / -0.267 Eh. The HOMO-LUMO gap (alpha / beta) comes out at 9.39 / 6.22 eV. As for the energy relative to the best compared isomer or geometry (same formula, charge and spin): 10.7 kcal/mol.


3.
ORCA calculation (wB97M-V/def2-TZVPD) on a single C10H6F4N4OS molecule.

Last column: Mulliken charge in e.
CARTESIAN COORDINATES (ANGSTROEM)
C: -2.652622 -0.071378 1.422218  0.317
N: -0.279844 -1.136825 -0.154941  -0.116
N: 0.762903 -2.884525 -1.371360  -0.440
C: -1.137826 1.742555 2.047936  -0.833
F: -4.804879 -0.169467 2.436940  -0.275
C: -3.598070 0.435791 2.327924  0.300
H: 4.402530 -0.032947 -2.021232  0.309
F: -1.868835 3.348944 3.657990  -0.291
C: 2.314065 -1.907048 -2.456609  0.451
F: -2.979069 -1.098441 0.606112  -0.312
O: 0.528700 0.950215 -0.026305  -0.733
C: -0.386990 0.168458 0.267622  0.905
H: -0.992125 -1.814128 0.127199  0.217
F: -4.241217 2.042516 3.986986  -0.270
C: -1.389991 0.571676 1.261412  -0.123
N: 1.769685 -3.077631 -2.271785  -0.584
H: 1.856049 -0.011514 -1.525909  0.273
C: 4.113002 0.022440 -3.073752  -0.836
N: 1.695465 -0.995294 -1.629291  -0.007
H: -0.178265 2.236959 1.922997  0.473
S: 3.540874 -1.633410 -3.679445  -0.083
C: -2.103117 2.218705 2.941803  0.315
C: 0.686200 -1.645230 -0.991346  0.268
H: 3.307081 0.730618 -3.227183  0.242
C: -3.325120 1.591812 3.076966  0.512
H: 4.961418 0.417150 -3.654946  0.322

Forces on the atoms, in the same order (eV/Å):
C 0.773 1.071 -0.091
N -1.597 0.189 0.890
N -1.590 -1.446 0.828
C -0.616 -1.043 -0.382
F 0.985 0.522 -0.018
C -0.363 -0.354 -0.284
H -0.062 -0.020 -0.188
F -0.136 -0.934 -0.469
C -0.335 -0.058 0.489
F -0.029 0.354 0.692
O -1.111 -0.280 -0.052
C 3.180 -0.121 -0.383
H 0.438 0.275 -0.274
F 1.070 -0.539 -1.275
C -2.177 0.657 1.299
N -0.182 0.665 0.207
H 0.132 0.271 -0.052
C 0.055 -0.226 -0.286
N 0.202 1.424 -0.300
H -0.265 0.015 0.069
S 0.362 0.977 0.582
C 0.967 0.556 -0.398
C 1.789 -0.977 -1.655
H -0.158 0.146 0.160
C -1.059 -0.502 0.800
H -0.275 -0.624 0.087

The calculation puts the highest occupied orbital energy at -8.44 eV. The value obtained for the total energy is -1476.5674 hartree. The SMILES is CSc1nnc(NC(=O)c2cc(F)c(F)c(F)c2F)[nH]1. The LUMO energy is -0.029 Eh. The HOMO-LUMO gap comes out at 7.65 eV. As for the energy relative to the best compared isomer or geometry (same formula, charge and spin): 0.0 kcal/mol.


4.
ORCA calculation (wB97M-V/def2-TZVPD) on a single C10H6INO3 molecule.

Last column: Mulliken charge in e.
CARTESIAN COORDINATES (ANGSTROEM)
C: -2.708580 -2.862565 -0.103389  -0.952
H: 0.209437 0.794915 1.807482  0.453
H: -3.597218 -2.337474 0.345141  0.287
O: -0.838761 -1.351385 -0.861168  -0.340
C: 2.799269 1.896471 -0.057232  -0.602
C: 3.248600 0.236885 0.521611  -0.504
H: -2.624058 -3.722426 0.598060  0.308
I: 4.812777 -0.724579 -0.485035  0.060
N: -0.140538 2.340125 -0.956753  -0.423
O: 1.202988 -0.659304 -0.331016  -0.298
C: 1.067504 1.074756 1.201668  -0.685
C: -0.616940 1.030562 -0.614041  -0.280
H: -2.679271 -3.153445 -1.229443  0.245
C: 1.485237 2.225507 0.596141  0.624
C: 1.886799 0.074627 0.501241  0.731
H: -1.722118 0.984449 -0.638416  0.283
C: 0.672387 3.030741 -0.307908  -0.030
C: -0.050975 -0.229372 -0.767455  0.545
O: -1.632028 -1.081964 1.185738  -0.444
C: -1.708869 -1.675793 0.185845  0.697
H: 0.934352 4.109259 -0.591070  0.327

Forces on the atoms, in the same order (eV/Å):
C 0.457 1.537 -0.334
H 0.037 0.323 -0.073
H 0.053 -0.761 -1.354
O -0.930 -0.264 -0.893
C 1.274 -3.320 1.521
C -0.433 3.892 -1.180
H 0.717 0.580 -0.688
I -0.820 0.168 0.110
N -2.305 -0.568 -0.856
O -0.827 -1.525 -2.014
C -0.663 1.434 0.209
C 0.562 -1.039 -1.961
H -0.523 0.562 2.252
C 0.944 -1.976 0.642
C 1.720 0.674 0.670
H 0.728 0.176 -0.082
C 0.979 1.900 0.704
C -0.786 1.111 2.550
O -0.414 1.215 2.462
C 0.719 -2.370 -1.918
H -0.487 -1.750 0.234

The calculation puts the highest occupied orbital energy (alpha / beta) at -7.99 / -7.99 eV. The value obtained for the total energy is -962.4438 hartree. The SMILES is CC(=O)O/C1=C/N=C\C2=C=C(I)C(=C2)O1. The LUMO energy (alpha / beta) is -0.049 / -0.049 Eh. The HOMO-LUMO gap (alpha / beta) comes out at 6.65 / 6.65 eV.


5.
ORCA calculation (wB97M-V/def2-TZVPD) on 2 unconnected molecules or ions with the total composition C10H6N2.

Last column: Mulliken charge in e.
CARTESIAN COORDINATES (ANGSTROEM)
H: -1.665742 1.177425 0.081369  0.431
C: 1.982953 0.243915 2.329374  0.122
C: 1.704997 2.000911 0.697817  -0.354
C: 1.439733 0.758243 1.108680  0.130
N: 0.724983 2.945552 -1.510263  -0.384
N: 2.421935 -0.190955 3.317426  -0.375
H: 0.796700 0.087522 0.532422  0.227
H: -2.387576 1.922008 -2.126948  0.294
H: 0.177836 -5.396641 0.574632  0.411
C: 1.159657 2.518775 -0.524743  0.223
C: -1.270490 -0.835931 -0.468220  -0.063
C: -2.074507 0.913930 -1.958803  -0.737
C: -0.154303 -4.367547 0.338417  -0.324
C: -0.505683 -3.258342 0.087948  -0.281
C: -1.689111 0.509189 -0.752754  -0.402
C: -0.919741 -1.944041 -0.209042  0.429
H: -2.082666 0.243443 -2.787960  0.289
H: 2.341024 2.672544 1.270650  0.365

Forces on the atoms, in the same order (eV/Å):
H -0.073 0.439 0.375
C 0.750 -0.726 1.641
C 0.041 0.030 0.069
C -0.156 -0.016 -0.229
N 0.468 -0.402 1.046
N -0.757 0.750 -1.683
H 0.245 0.175 0.195
H -0.059 0.432 -0.047
H -0.476 1.450 -0.334
C -0.378 0.364 -0.926
C -0.557 1.588 -0.458
C 0.106 -0.101 0.554
C 0.797 -2.420 0.562
C -0.696 2.188 -0.496
C 0.045 -0.660 -0.338
C 0.841 -2.582 0.603
H -0.021 -0.361 -0.433
H -0.119 -0.148 -0.100

The calculation puts the highest occupied orbital energy at -9.35 eV. The value obtained for the total energy is -493.9686 hartree. The SMILES is N#C/C=C/C#N.C#CC#CC=C. The LUMO energy is -0.035 Eh. The HOMO-LUMO gap comes out at 8.40 eV. As for the energy relative to the best compared isomer or geometry (same formula, charge and spin): 113.1 kcal/mol.


6.
ORCA calculation (wB97M-V/def2-TZVPD) on a molecular structure, C10H6N2O2S.

Last column: Mulliken charge in e.
CARTESIAN COORDINATES (ANGSTROEM)
H: -2.485586 -2.473770 0.530747  0.343
N: 4.413873 1.301566 -0.626233  -0.522
C: 0.815189 1.475281 0.273736  -1.023
H: -0.325965 -3.054258 0.454058  0.414
C: 2.693889 -0.552068 0.108643  0.368
H: -3.213202 0.071712 -0.583523  0.438
N: 1.788865 -1.430553 0.126384  -0.615
S: 4.491788 -0.347938 -0.148356  1.116
C: -1.294685 0.586194 -0.398402  -0.639
O: 5.002203 -1.162586 -1.184551  -0.587
C: 2.312373 0.932028 0.412508  0.668
H: 3.218068 2.891700 -0.489857  0.393
C: -2.304361 -0.279312 -0.222572  -0.614
H: 2.502895 1.038971 1.481712  0.329
C: 0.419923 -1.003450 0.104297  0.440
C: -1.931203 -1.600701 0.205014  -0.240
O: 5.150302 -0.351458 1.116329  -0.589
H: -1.609358 1.659455 -0.545210  0.299
C: -0.554596 -1.989408 0.290262  -0.403
C: 3.311914 1.771558 -0.241265  -0.218
C: 0.076476 0.356609 -0.048529  0.642

Forces on the atoms, in the same order (eV/Å):
H -1.237 0.641 -0.426
N 0.619 -1.905 0.037
C 3.459 -0.607 -0.263
H 0.170 0.829 0.053
C -1.692 3.188 0.837
H -2.017 -0.122 0.145
N 0.383 -0.740 -0.762
S 0.601 -0.231 -0.045
C 0.567 2.887 1.149
O -0.089 -0.245 -0.833
C -1.847 -0.089 0.245
H -0.541 -1.708 0.742
C 1.388 -2.913 0.017
H -0.041 0.110 0.500
C 1.716 -0.854 0.798
C 2.101 -0.451 0.003
O -0.288 0.001 0.538
H 0.727 -1.171 -0.190
C -1.509 1.090 -0.450
C 0.423 3.091 -1.170
C -2.892 -0.801 -0.926

The calculation puts the highest occupied orbital energy (alpha / beta) at -9.14 / -9.14 eV. The value obtained for the total energy is -1042.6305 hartree. The LUMO energy (alpha / beta) is -0.073 / -0.073 Eh. The HOMO-LUMO gap (alpha / beta) comes out at 7.17 / 7.17 eV. As for the energy relative to the best compared isomer or geometry (same formula, charge and spin): 71.1 kcal/mol.